Entry 1:
This record from the OMol25 dataset describes a molecular structure, C54H49CoN2O2P2S2. The level of theory is ωB97M-V with the def2-TZVPD basis set.

Highest occupied orbital energy (alpha / beta) = -9.80 / -10.36 eV
Multiplicity = 4
Total charge = +1

The geometry in XYZ format:
```
112
C54H49CoN2O2P2S2 ωB97M-V with the def2-TZVPD basis set
Co -0.0786 0.8195 0.1131
O -0.5480 -1.7198 2.2557
S -0.0837 -0.3119 2.0715
C -1.1912 0.7549 3.0202
C -0.8241 1.0716 4.3055
C -1.6122 1.8378 5.1842
C -2.8126 2.2820 4.7308
C -3.8763 3.0913 5.4255
C -4.9870 3.2750 4.3644
C -4.4952 2.5137 3.1601
C -5.0918 2.2986 1.9558
C -4.3569 1.5902 0.9912
C -3.0799 1.1047 1.1836
P -2.3106 0.3540 -0.2950
C -3.3370 -1.1245 -0.5439
C -4.3240 -1.1723 -1.5226
C -5.1456 -2.2874 -1.6290
C -4.9918 -3.3507 -0.7546
C -4.0192 -3.2958 0.2360
C -3.1935 -2.1894 0.3433
C -2.6266 1.4422 -1.7160
C -2.9139 2.7969 -1.5885
C -2.9626 3.6065 -2.7146
C -2.7148 3.0742 -3.9701
C -2.4113 1.7258 -4.1029
C -2.3595 0.9130 -2.9822
C -2.4529 1.2384 2.4760
C -3.2142 1.9732 3.4107
C 1.4968 -0.1875 2.8954
C 1.5394 -0.9031 4.0724
C 2.5911 -0.8004 5.0007
C 3.5926 0.0804 4.7200
C 4.8035 0.4750 5.5262
C 5.6255 1.3912 4.5857
C 4.8165 1.4599 3.3146
C 5.1080 2.0230 2.1094
C 4.2147 1.7896 1.0468
C 3.0191 1.1165 1.1759
P 2.1707 0.5966 -0.3516
C 3.1494 -0.8752 -0.7627
C 2.8443 -2.0546 -0.0895
C 3.6132 -3.1892 -0.2839
C 4.6894 -3.1549 -1.1611
C 5.0020 -1.9800 -1.8280
C 4.2386 -0.8380 -1.6255
C 2.4560 1.7954 -1.6813
C 2.2436 1.3371 -2.9834
C 2.2820 2.2225 -4.0482
C 2.5228 3.5710 -3.8217
C 2.7108 4.0331 -2.5280
C 2.6698 3.1511 -1.4580
C 2.6387 0.5879 2.4608
C 3.6181 0.7293 3.4651
H 0.1322 0.7426 4.6755
H -1.2541 2.0492 6.1827
H -3.4758 4.0468 5.7659
H -4.2389 2.5667 6.3103
H -5.1273 4.3268 4.1106
H -5.9521 2.9001 4.7055
H -6.0837 2.6647 1.7268
H -4.8161 1.4389 0.0204
H -4.4541 -0.3492 -2.2122
H -5.9094 -2.3181 -2.3945
H -5.6362 -4.2161 -0.8360
H -3.9094 -4.1168 0.9333
H -2.4547 -2.1434 1.1306
H -3.0869 3.2271 -0.6132
H -3.1911 4.6585 -2.6063
H -2.7529 3.7095 -4.8452
H -2.2116 1.3053 -5.0794
H -2.1076 -0.1357 -3.0909
H 0.6940 -1.5410 4.3011
H 2.5666 -1.3778 5.9150
H 5.3686 -0.4026 5.8406
H 4.4983 0.9966 6.4344
H 6.6149 0.9789 4.3863
H 5.7762 2.3837 5.0110
H 6.0245 2.5712 1.9362
H 4.5096 2.1272 0.0609
H 2.0010 -2.0891 0.5883
H 3.3707 -4.1024 0.2447
H 5.2864 -4.0425 -1.3223
H 5.8449 -1.9483 -2.5051
H 4.4933 0.0751 -2.1478
H 2.0396 0.2873 -3.1653
H 2.1186 1.8593 -5.0538
H 2.5584 4.2616 -4.6536
H 2.8837 5.0857 -2.3470
H 2.7838 3.5239 -0.4505
C -1.3486 4.4605 1.2414
C -0.1766 3.5428 1.5580
C 1.1289 4.3167 1.6469
O -0.0891 2.5511 0.5624
H -1.3619 5.3218 1.9121
H -2.2985 3.9327 1.3475
H -1.2637 4.8201 0.2140
H -0.3612 3.0791 2.5362
H 1.2989 4.8885 0.7324
H 1.9715 3.6409 1.8013
H 1.0938 5.0167 2.4837
S -0.1063 -1.5896 -1.9237
C -0.0936 -3.1785 -1.3776
N 0.0353 -4.2545 -2.1696
C -0.0382 -5.5153 -1.4482
C -0.1770 -5.0435 0.0179
N -0.2052 -3.5943 -0.1117
H 0.1032 -4.1577 -3.1663
H 0.8621 -6.1098 -1.6025
H -0.8996 -6.1013 -1.7696
H 0.6655 -5.3651 0.6316
H -1.0949 -5.4115 0.4773
H -0.3554 -2.9510 0.6595
```



Entry 2:
This record from the OMol25 dataset describes a molecular structure, C54H49N4OP2PdSSi. The level of theory is ωB97M-V with the def2-TZVPD basis set.

Highest occupied orbital energy (alpha / beta) = -14.39 / -15.77 eV
Multiplicity = 5
Total charge = +3

The geometry in XYZ format:
```
113
C54H49N4OP2PdSSi ωB97M-V with the def2-TZVPD basis set
Pd 0.0665 0.3237 0.1352
C 1.9083 -0.5516 -3.0056
Si 2.0217 -0.3085 -1.1779
C 2.4394 1.4062 -0.6070
C 3.6646 2.0965 -0.5469
C 3.6432 3.4318 -0.1959
C 2.4468 4.0705 0.1482
C 1.2411 3.3831 0.1618
C 1.2988 2.0401 -0.1687
P -1.4430 1.4467 1.7725
C -0.9174 2.0812 3.3650
C -1.2288 1.4222 4.5606
C -0.8369 1.9557 5.7747
C -0.1469 3.1618 5.8154
C 0.1690 3.8229 4.6385
C -0.2109 3.2858 3.4190
C -3.1693 1.0569 1.8432
C -4.0137 1.5038 2.8749
C -5.3657 1.2180 2.8365
C -5.9013 0.4966 1.7747
C -5.0827 0.0763 0.7307
C -3.7310 0.3569 0.7610
C 2.7774 -1.7261 -0.2622
C 3.9220 -2.3539 -0.7694
C 4.5914 -3.3110 -0.0235
C 4.1254 -3.6636 1.2378
C 2.9862 -3.0645 1.7518
C 2.3080 -2.1050 1.0010
P 0.8321 -1.3056 1.6947
C 1.3107 -0.7510 3.3239
C 1.0461 -1.5111 4.4632
C 1.5844 -1.1281 5.6821
C 2.3765 0.0079 5.7610
C 2.6327 0.7708 4.6275
C 2.1028 0.3954 3.4064
C -0.4265 -2.5976 1.9058
C -1.6291 -2.2519 2.5596
C -2.5963 -3.2042 2.7741
C -2.3898 -4.5218 2.3486
C -1.2096 -4.8856 1.7177
C -0.2235 -3.9387 1.5010
H 2.7300 -1.1969 -3.3214
H 1.9862 0.4077 -3.5144
H 0.9903 -1.0392 -3.3276
H 4.5908 1.6181 -0.8325
H 4.5627 4.0014 -0.2139
H 2.4638 5.1154 0.4277
H 0.3286 3.8783 0.4679
H -1.7866 0.4945 4.5460
H -1.0839 1.4411 6.6922
H 0.1314 3.5907 6.7672
H 0.6926 4.7674 4.6701
H 0.0242 3.8213 2.5104
H -3.6164 2.0945 3.6887
H -6.0106 1.5758 3.6268
H -6.9606 0.2857 1.7484
H -5.5099 -0.4517 -0.1099
H -3.0996 0.0680 -0.0763
H 4.3022 -2.0974 -1.7478
H 5.4797 -3.7808 -0.4220
H 4.6522 -4.4046 1.8218
H 2.6380 -3.3371 2.7411
H 0.4423 -2.4081 4.4070
H 1.3916 -1.7191 6.5657
H 2.7987 0.3020 6.7115
H 3.2478 1.6559 4.6984
H 2.3092 0.9886 2.5201
H -1.7893 -1.2335 2.8860
H -3.5162 -2.9370 3.2753
H -3.1494 -5.2680 2.5334
H -1.0454 -5.9127 1.4252
H 0.7191 -4.2320 1.0613
N -3.1044 3.3811 -6.2988
C -2.6738 2.9280 -5.3401
C -2.1425 2.3365 -4.1435
C -1.8265 0.9807 -4.1145
C -1.3167 0.4538 -2.9457
N -1.0993 1.1737 -1.8420
C -1.4157 2.4712 -1.8796
C -1.9403 3.0948 -2.9981
H -1.9708 0.3597 -4.9869
H -1.0612 -0.5972 -2.8968
H -1.2599 3.0328 -0.9691
H -2.1861 4.1468 -2.9760
C -3.4070 -2.9738 -5.2035
C -3.9040 -3.6495 -3.9320
C -3.2372 -3.1173 -2.6723
N -1.8054 -3.4817 -2.7050
C -0.8744 -3.0947 -1.8753
S -1.3128 -1.9760 -0.5735
N 0.4059 -3.4946 -1.9731
C 1.1044 -4.1171 -3.0957
O 2.2164 -3.7196 -3.2910
C 0.3962 -5.1636 -3.8508
C 0.5663 -5.2034 -5.2340
C -0.0536 -6.2043 -5.9655
C -0.8096 -7.1726 -5.3180
C -0.9546 -7.1501 -3.9335
C -0.3610 -6.1400 -3.1956
H -3.9191 -3.3692 -6.0773
H -2.3378 -3.1276 -5.3645
H -3.5975 -1.9012 -5.1703
H -3.7512 -4.7305 -3.9850
H -4.9785 -3.5047 -3.8185
H -3.6740 -3.5400 -1.7676
H -3.3140 -2.0293 -2.6242
H -1.5248 -4.1359 -3.4374
H 1.0665 -2.9999 -1.3781
H 1.1823 -4.4603 -5.7214
H 0.0682 -6.2396 -7.0387
H -1.2791 -7.9586 -5.8914
H -1.5117 -7.9296 -3.4343
H -0.4446 -6.1364 -2.1158
```



Relative energy (zero: lowest compared OMol25 entry of this formula, charge and spin) across the listed records, respectively: 0.0000; 0.0000 eV.